# 1
This record from the Open Molecules 2025 dataset describes C7H5ClO2 in the gas phase in a non-equilibrium geometry. The level of theory is wB97M-V/def2-TZVPD.

Structure (XYZ):
```
15
Properties=species:S:1:pos:R:3
C -0.207 0.823 0.369
C -0.556 0.291 1.724
C -0.646 -0.583 -1.789
C 0.124 2.130 0.249
C -0.908 -1.272 -2.901
C 1.338 -1.198 1.775
C -0.374 -0.021 -0.720
O -1.402 0.760 2.430
O 0.125 -0.827 2.172
Cl 2.524 -0.096 1.279
H 0.281 2.576 -0.718
H 0.223 2.755 1.117
H -0.707 -0.842 -3.867
H -1.362 -2.246 -2.858
H 1.547 -2.252 1.739
```

Computed properties:
Energy relative to the best compared isomer or geometry (same formula, charge and spin) in kcal per mole: 92.7
Max |F| in Eh/bohr: 0.0220
HOMO-LUMO gap (spin up / spin down) in eV: 8.153 / 6.504
HOMO energy (spin up / spin down) in eV: -8.1055 / -7.7531
LUMO (spin up / spin down) in eV: 0.0 / -1.2

# 2
This record from the Open Molecules 2025 dataset describes 9 unconnected molecules or ions with the total composition C60H154N19O9P5 in a non-equilibrium geometry. The level of theory is wB97M-V/def2-TZVPD.

Structure (XYZ):
```
247
Properties=species:S:1:pos:R:3
C 4.055 5.358 4.997
N 5.139 6.140 4.427
C 4.736 7.407 3.812
P 6.686 5.485 4.289
O 7.333 6.126 3.084
N 7.524 5.796 5.808
C 7.012 5.359 7.097
C 8.930 5.998 5.753
N 6.388 3.738 4.261
C 5.828 3.219 3.029
C 7.361 2.788 4.875
H 4.500 4.613 5.656
H 3.375 4.843 4.319
H 3.442 6.009 5.619
H 5.389 8.218 4.135
H 3.790 7.807 4.176
H 4.870 7.317 2.734
H 7.144 4.278 7.052
H 7.570 5.698 7.970
H 5.935 5.497 7.189
H 9.338 6.515 6.621
H 9.494 5.092 5.532
H 9.138 6.589 4.861
H 6.631 2.735 2.472
H 4.990 2.548 3.215
H 5.341 4.080 2.572
H 7.564 1.970 4.184
H 7.032 2.413 5.844
H 8.346 3.256 4.875
C 1.104 -2.245 6.530
N -0.164 -2.696 5.978
C 0.059 -3.564 4.733
P -1.591 -2.916 6.978
O -1.421 -3.784 8.149
N -2.085 -1.240 7.450
C -3.155 -1.025 8.279
C -1.550 -0.022 6.730
N -2.842 -3.341 5.842
C -3.585 -4.602 6.039
C -3.543 -2.322 5.074
H 1.758 -3.115 6.485
H 1.144 -1.930 7.572
H 1.413 -1.386 5.934
H 0.273 -4.580 5.064
H 0.658 -2.982 4.032
H -0.833 -3.696 4.120
H -3.580 -0.099 7.890
H -3.920 -1.782 8.109
H -2.865 -0.924 9.325
H -1.874 0.928 7.154
H -0.463 0.028 6.780
H -1.862 0.031 5.687
H -3.070 -5.289 6.710
H -4.666 -4.515 6.147
H -3.452 -5.132 5.096
H -4.098 -1.646 5.724
H -4.287 -2.661 4.353
H -2.754 -1.692 4.663
C -9.855 1.909 -8.469
N -9.181 3.261 -8.232
C -9.920 4.443 -8.857
P -7.906 3.527 -7.078
O -7.245 4.792 -7.345
N -8.707 3.568 -5.551
C -9.010 4.774 -4.945
C -9.450 2.406 -5.013
N -6.893 2.157 -6.986
C -6.050 1.934 -5.866
C -6.211 1.751 -8.224
H -10.936 2.044 -8.499
H -9.586 1.294 -7.611
H -9.511 1.551 -9.440
H -9.547 5.344 -8.369
H -11.009 4.454 -8.805
H -9.808 4.613 -9.927
H -9.905 5.177 -5.419
H -9.130 4.604 -3.874
H -8.267 5.561 -5.075
H -9.315 1.547 -5.669
H -9.036 2.028 -4.079
H -10.498 2.684 -5.130
H -6.779 1.624 -5.117
H -5.297 1.152 -5.968
H -5.394 2.787 -5.689
H -6.881 1.308 -8.961
H -5.419 1.036 -8.004
H -5.679 2.565 -8.717
C -4.150 -7.960 -1.181
N -5.487 -8.530 -1.411
C -5.746 -9.825 -0.925
P -6.601 -7.919 -2.661
O -7.773 -8.744 -3.003
N -7.104 -6.358 -2.201
C -7.438 -6.235 -0.765
C -8.022 -5.594 -3.086
N -5.567 -7.372 -3.939
C -5.029 -8.475 -4.821
C -4.796 -6.165 -3.881
H -4.055 -6.906 -1.444
H -3.400 -8.540 -1.719
H -3.886 -8.146 -0.140
H -6.521 -9.733 -0.163
H -4.818 -10.327 -0.650
H -6.057 -10.455 -1.758
H -7.362 -5.178 -0.513
H -8.471 -6.504 -0.547
H -6.688 -6.828 -0.241
H -7.294 -5.194 -3.793
H -8.673 -6.333 -3.553
H -8.672 -4.854 -2.621
H -4.972 -8.346 -5.902
H -3.991 -8.618 -4.522
H -5.569 -9.408 -4.657
H -4.967 -5.768 -4.881
H -3.758 -6.427 -4.086
H -4.931 -5.534 -3.002
C 12.231 7.606 -7.451
N 13.084 6.553 -6.740
C 14.411 6.329 -7.411
P 12.713 6.025 -5.079
O 13.500 4.860 -4.589
N 12.892 7.379 -4.118
C 14.033 7.405 -3.214
C 12.051 8.561 -4.020
N 11.006 5.736 -5.101
C 10.389 5.422 -3.836
C 10.247 5.220 -6.310
H 11.612 8.136 -6.727
H 11.606 7.138 -8.211
H 12.814 8.442 -7.838
H 14.444 5.281 -7.712
H 15.266 6.649 -6.816
H 14.439 6.960 -8.299
H 13.913 6.892 -2.260
H 14.814 6.819 -3.700
H 14.419 8.398 -2.987
H 11.422 8.576 -3.129
H 12.780 9.315 -3.722
H 11.542 8.921 -4.914
H 10.309 4.345 -3.687
H 11.024 5.703 -2.996
H 9.380 5.832 -3.858
H 10.920 4.811 -7.065
H 9.611 5.874 -6.908
H 9.529 4.415 -6.160
C 5.033 2.066 -12.344
C 5.487 2.540 -13.813
C 6.475 3.822 -13.607
C 6.314 1.502 -14.480
C 5.488 0.437 -15.211
C 4.278 1.020 -16.047
C 3.273 1.944 -15.209
C 2.297 2.513 -16.225
C 2.412 1.143 -14.193
N 4.237 2.928 -14.538
O 3.622 4.032 -14.127
H 5.920 1.679 -11.841
H 4.743 2.984 -11.833
H 4.204 1.358 -12.380
H 6.645 4.135 -14.637
H 5.798 4.576 -13.207
H 7.412 3.519 -13.138
H 7.082 1.965 -15.099
H 6.907 1.056 -13.681
H 6.065 -0.164 -15.914
H 5.122 -0.297 -14.494
H 3.692 0.121 -16.242
H 4.595 1.572 -16.931
H 2.587 3.340 -16.872
H 1.504 2.981 -15.642
H 1.820 1.766 -16.860
H 2.915 0.328 -13.673
H 1.588 0.664 -14.721
H 2.010 1.795 -13.417
H 3.838 4.725 -14.756
C 4.051 -9.348 -12.265
C 3.573 -7.903 -12.184
C 2.984 -7.636 -13.637
C 2.269 -7.838 -11.237
C 2.724 -7.805 -9.810
C 3.459 -6.516 -9.612
C 4.890 -6.621 -10.366
C 5.431 -5.245 -10.167
C 5.979 -7.583 -9.754
N 4.560 -6.859 -11.822
O 5.683 -6.870 -12.550
H 3.728 -9.882 -13.159
H 5.128 -9.511 -12.236
H 3.694 -9.978 -11.450
H 2.133 -8.197 -14.023
H 2.644 -6.609 -13.774
H 3.727 -7.676 -14.433
H 1.614 -7.029 -11.560
H 1.918 -8.870 -11.220
H 1.765 -7.863 -9.296
H 3.214 -8.673 -9.370
H 3.686 -6.381 -8.554
H 2.933 -5.601 -9.886
H 5.831 -5.129 -9.159
H 4.613 -4.525 -10.174
H 5.958 -4.983 -11.084
H 6.008 -7.491 -8.669
H 6.963 -7.423 -10.196
H 5.687 -8.625 -9.887
H 5.406 -6.400 -13.340
C 8.130 -5.552 1.005
C 9.545 -5.990 1.505
C 10.023 -7.248 0.869
C 10.444 -4.817 0.985
C 11.840 -4.720 1.711
C 11.426 -4.586 3.222
C 10.615 -5.820 3.790
C 11.520 -7.096 3.955
C 10.221 -5.131 5.248
N 9.366 -6.069 3.002
O 8.604 -7.164 3.499
H 7.332 -6.284 1.135
H 7.804 -4.777 1.698
H 8.098 -5.244 -0.040
H 9.699 -7.484 -0.145
H 11.100 -7.344 1.004
H 9.666 -8.119 1.418
H 10.520 -4.899 -0.099
H 10.053 -3.818 1.181
H 12.484 -5.580 1.526
H 12.425 -3.888 1.322
H 10.879 -3.665 3.428
H 12.390 -4.485 3.719
H 12.590 -6.893 3.910
H 11.423 -7.705 3.056
H 11.362 -7.647 4.882
H 9.577 -5.642 5.964
H 9.903 -4.088 5.249
H 11.131 -5.239 5.838
H 7.899 -6.680 3.937
C 3.023 -0.588 -5.036
N 2.146 -0.398 -3.863
C 1.625 -1.523 -3.079
C 2.012 0.854 -3.465
O 1.434 1.224 -2.455
H 3.979 -1.058 -4.806
H 3.214 0.247 -5.710
H 2.475 -1.259 -5.697
H 2.213 -2.425 -2.917
H 1.290 -1.252 -2.078
H 0.758 -1.910 -3.614
H 2.451 1.591 -4.154
```

Computed properties:
Max |F| in Eh/bohr: 0.1173
HOMO-LUMO gap in eV: 8.021
HOMO energy in eV: -7.8166
SMILES: CN(C)P(=O)(N(C)C)N(C)C.CN(C)P(=O)(N(C)C)N(C)C.CN(C)P(=O)(N(C)C)N(C)C.CN(C)P(=O)(N(C)C)N(C)C.CN(C)P(=O)(N(C)C)N(C)C.CC1(C)CCCC(C)(C)N1O.CC1(C)CCCC(C)(C)N1O.CC1(C)CCCC(C)(C)N1O.CN(C)C=O
LUMO in eV: 0.2

# 3
This record from the Open Molecules 2025 dataset describes 2 unconnected molecules or ions with the total composition C6H14BrN2 in a non-equilibrium geometry. The level of theory is wB97M-V/def2-TZVPD.

Structure (XYZ):
```
23
Properties=species:S:1:pos:R:3
C -2.533 -0.218 0.367
C 1.298 0.581 -1.576
C 0.200 1.453 0.548
C 2.267 0.083 0.689
C 0.220 -0.958 0.112
C 0.985 0.323 -0.110
N -3.589 -0.200 1.191
N 0.008 -1.858 -0.816
Br -2.988 -0.218 -1.471
H 1.644 1.530 -1.796
H 0.390 0.281 -2.116
H 2.135 -0.138 -1.856
H 0.115 1.197 1.574
H -0.643 1.747 -0.063
H 0.685 2.423 0.643
H 2.183 -0.306 1.795
H 2.791 1.027 0.801
H 2.982 -0.693 0.345
H -0.247 -1.310 1.051
H -4.619 -0.322 0.858
H 0.493 -1.655 -1.674
H -3.359 -0.046 2.132
H -0.417 -2.724 -0.629
```

Computed properties:
Energy relative to the best compared isomer or geometry (same formula, charge and spin) in kcal per mole: 52.8
Max |F| in Eh/bohr: 0.0807
HOMO-LUMO gap in eV: 8.800
HOMO energy in eV: -12.5837
Net charge: +1
LUMO in eV: -3.8

# 4
This record from the Open Molecules 2025 dataset describes 2 unconnected molecules or ions with the total composition C8H13N3O4 in a non-equilibrium geometry. The level of theory is wB97M-V/def2-TZVPD.

Structure (XYZ):
```
28
Properties=species:S:1:pos:R:3
C -0.408 1.147 2.458
C -0.228 -0.312 2.103
N -0.137 -1.131 3.340
C -1.205 -0.960 1.171
O -1.596 -2.240 1.506
C -1.636 -0.255 0.132
C -1.868 0.485 -0.852
O -2.045 1.213 -1.737
H -0.863 1.689 1.736
H 0.531 1.509 2.550
H -0.998 1.114 3.346
H 0.859 -0.479 1.757
H -0.707 -0.735 4.069
H 0.678 -1.543 3.727
H -1.253 -2.581 2.405
C 2.120 1.538 -0.637
C 1.540 0.189 -1.029
O 1.675 -0.835 -0.401
O 0.945 0.178 -2.258
C 0.395 -1.046 -2.711
N -0.536 -1.079 -3.542
N -1.023 0.029 -4.098
H 1.328 2.203 -0.819
H 3.016 1.915 -1.299
H 2.550 1.416 0.474
H 0.632 -1.953 -2.375
H -0.355 0.783 -4.051
H -1.411 -0.259 -4.966
```

Computed properties:
Energy relative to the best compared isomer or geometry (same formula, charge and spin) in kcal per mole: 110.7
Max |F| in Eh/bohr: 0.0832
HOMO-LUMO gap in eV: 8.596
HOMO energy in eV: -8.2890
SMILES: C[C@@H](N)C(O)=C=C=O.CC(=O)O/C=N\N
LUMO in eV: 0.3

# 5
This record from the Open Molecules 2025 dataset describes C7H14 in the gas phase in a non-equilibrium geometry. The level of theory is wB97M-V/def2-TZVPD.

Structure (XYZ):
```
21
Properties=species:S:1:pos:R:3
C -0.278 1.763 0.801
C -0.647 0.988 -0.489
C -0.750 -0.466 -0.915
C -1.762 -1.472 -0.449
C 0.448 -0.105 -0.169
C 0.559 -0.756 1.213
C 1.766 0.209 -0.786
H -0.360 2.794 0.496
H 0.791 1.675 1.125
H -0.859 1.516 1.683
H -0.477 1.595 -1.388
H -0.467 -0.564 -1.964
H -1.291 -2.452 -0.319
H -2.556 -1.558 -1.194
H -2.216 -1.160 0.494
H 1.302 -0.294 1.877
H 0.886 -1.785 1.018
H -0.383 -0.827 1.770
H 1.617 0.768 -1.712
H 2.375 0.846 -0.121
H 2.304 -0.716 -0.970
```

Computed properties:
Energy relative to the best compared isomer or geometry (same formula, charge and spin) in kcal per mole: 69.0
Max |F| in Eh/bohr: 0.0363
HOMO-LUMO gap in eV: 8.912
HOMO energy in eV: -7.9473
SMILES: C[C@@H]1[C@H](C)C1(C)C
LUMO in eV: 1.0

# 6
This record from the Open Molecules 2025 dataset describes C3H4F2 in the gas phase in a non-equilibrium geometry. The level of theory is wB97M-V/def2-TZVPD.

Structure (XYZ):
```
9
Properties=species:S:1:pos:R:3
C 1.131 0.172 -0.016
C -0.163 -0.513 0.038
C -1.322 0.019 -0.022
F -1.555 1.376 0.001
F -2.484 -0.555 0.026
H 1.891 -0.375 -0.496
H 0.968 1.206 -0.335
H 1.680 0.252 0.968
H -0.145 -1.581 -0.163
```

Computed properties:
Energy relative to the best compared isomer or geometry (same formula, charge and spin) in kcal per mole: 9.7
Max |F| in Eh/bohr: 0.0778
HOMO-LUMO gap in eV: 10.714
HOMO energy in eV: -9.7194
SMILES: CC=C(F)F
LUMO in eV: 1.0